(1)
Entry from the Open Molecules 2025 dataset: a structure of composition C42H63Cl2N6O9SSiTl in a non-equilibrium geometry (ωB97M-V/def2-TZVPD).

```
125
Properties=species:S:1:pos:R:3:forces:R:3
Si 1.895981 -2.996313 0.070025 0.23 -0.20 -0.12
C -0.850298 7.236621 4.691596 0.11 -0.36 -0.20
C -1.403538 4.958802 4.140391 0.04 0.02 0.02
C -3.045047 3.294999 -1.665691 0.71 0.63 2.89
C -1.489412 -0.016631 -3.716757 -0.32 -0.23 -0.06
N -0.311865 -0.624718 -4.044731 0.03 0.08 -0.07
C -0.571799 -3.570018 5.088132 -0.02 0.05 0.10
H 0.041458 -1.263375 -2.074712 0.02 -0.03 0.00
C 0.347991 -0.380213 -5.314172 0.00 -0.03 -0.02
H -2.772107 0.499664 -2.378586 -0.06 -0.06 -0.26
Cl -1.843017 5.626070 -2.307629 -0.32 4.30 -4.84
H -0.665763 -2.007852 6.573873 0.02 -0.02 0.01
N -1.580996 -0.530335 2.488116 -0.10 -0.13 -0.11
C 0.584058 -1.030965 -2.983541 -0.11 -0.15 0.05
H -0.318728 5.717969 -4.247946 0.48 -0.13 -0.38
C 5.010541 -3.724298 -1.309515 -0.25 0.09 0.07
C -1.701408 6.131422 4.799040 0.00 0.15 0.05
C -3.200975 1.421792 -4.688333 0.05 0.00 0.04
H -4.102922 1.160539 -4.107331 0.01 0.00 0.03
C -5.207609 1.911648 -0.068485 0.28 -0.40 0.17
O 3.210896 -3.028579 1.089504 -0.07 0.09 0.02
H -2.919855 6.056871 -2.755550 -4.42 1.24 -0.97
N -1.350451 0.029881 4.623744 0.01 -0.05 -0.01
C 3.899776 -2.958440 -3.404343 -0.14 -0.04 0.20
C -0.932185 5.643750 -3.364156 4.70 -0.66 -4.67
H 2.182619 -4.354073 3.080288 -0.04 -0.07 0.08
C -1.173496 8.464574 5.336946 -0.07 0.27 0.19
C -1.017850 -2.967605 2.777888 -0.01 0.03 0.05
C 3.169063 -3.943241 3.295190 -0.03 0.08 -0.25
O 0.960128 -1.753006 0.116312 -0.12 0.15 0.04
Tl -0.278766 0.567346 0.139837 0.29 -0.15 -0.08
H 4.908391 -4.743386 -1.688504 -0.01 -0.01 -0.02
O -0.031808 3.211760 -1.897182 -0.10 -0.02 0.13
H 3.659021 -3.984116 -3.689355 0.02 -0.04 -0.01
H 5.150396 -1.060478 -1.798497 0.00 0.04 -0.02
H 3.154445 -2.298404 -3.846888 0.03 0.05 -0.03
H 5.992259 -3.333387 -1.585097 0.03 -0.03 -0.03
Cl 0.928295 4.820892 -5.856261 0.00 0.04 -0.13
H 3.918632 -4.690059 3.025820 0.02 -0.02 -0.01
H -3.487772 2.455500 -2.164624 -0.01 0.03 -0.20
H -1.061853 -3.450633 -0.529052 -0.11 0.03 -0.03
H -2.561795 4.119423 1.667028 0.13 -0.02 0.06
C -0.601986 -6.059737 0.513098 0.11 0.16 0.00
O -3.697592 2.293920 2.042508 -0.10 -0.25 0.36
H 2.658590 1.018620 -0.690444 0.02 0.16 -0.05
S -3.511114 1.878693 0.622329 -0.49 1.19 -0.30
H -5.684769 0.998382 0.282065 -0.04 -0.03 -0.01
H -0.514194 -4.932809 3.433016 0.05 0.00 -0.04
H -1.518809 -4.773091 -1.634719 0.01 -0.03 -0.05
H 5.511187 -2.872020 2.314973 0.03 -0.01 0.00
H -2.752365 -1.045618 0.877021 0.07 0.16 -0.03
H -5.180833 1.923878 -1.153915 -0.03 -0.08 -0.02
O 1.072560 5.213877 -1.561608 0.03 -0.16 0.33
H 0.051327 -6.613971 1.188522 0.05 -0.02 -0.01
C -0.250244 4.845392 3.339307 -0.09 -0.01 0.01
H 1.516508 5.874390 2.678042 -0.04 -0.02 -0.04
H -0.108735 -3.735134 -1.976074 -0.07 0.06 -0.10
C -2.456797 4.381381 -2.246439 -4.03 -10.09 -0.44
H -1.050837 -3.211165 1.725861 -0.02 0.00 -0.04
H -2.922843 -0.436959 -6.670911 0.01 -0.03 0.00
C -1.627003 0.440689 3.354699 -0.13 0.00 0.08
C -2.934262 3.376096 -0.265121 -0.17 -0.17 -0.03
H 4.911097 -3.742517 -0.227267 0.13 -0.04 0.05
N -1.435430 9.458622 5.857318 0.01 -0.03 0.00
N -2.276376 0.328178 -4.837324 0.05 0.11 -0.01
H -2.635428 -1.139510 -0.651137 0.03 0.09 0.00
H 2.289448 2.216796 0.244932 -0.11 -0.01 -0.08
H 0.628451 -1.329845 -5.782483 0.03 0.02 0.02
H -1.185914 -6.770111 -0.074863 -0.05 0.00 -0.01
C 4.153028 -1.373730 -1.487431 -0.26 -0.22 0.05
H 0.981442 7.979920 3.863438 0.03 -0.02 -0.04
C 4.773963 -2.128978 2.625262 -0.17 -0.08 -0.14
H 4.883447 -2.700161 -3.800913 0.00 0.01 -0.04
N -1.827714 0.149141 -2.488371 0.03 0.05 0.00
H 1.565492 -6.825730 -0.851225 0.02 -0.03 0.01
H 1.302728 -0.234607 -2.759088 0.00 0.02 0.03
C -0.766800 -2.272842 5.528549 0.04 0.10 0.04
C -1.231536 -1.661877 3.207917 -0.01 0.08 0.36
H -2.599769 6.212761 5.397807 -0.01 -0.01 -0.02
C 3.354287 -2.678821 2.448428 0.18 0.14 0.57
C 0.320390 7.125313 3.932103 -0.11 0.11 0.08
C -0.683755 -4.227839 -1.191982 0.25 0.04 0.18
H 1.746446 -5.410023 -1.898605 0.02 -0.06 -0.12
H 3.407458 -0.736107 -1.963786 0.01 0.06 -0.04
H -1.414739 6.251397 1.194079 0.19 -0.04 0.06
H -3.746775 -1.135850 -5.262290 0.01 -0.01 0.03
C -1.753099 5.613492 0.396496 -1.57 -2.64 -0.45
C -2.780139 -0.766613 -5.638024 -0.02 -0.02 -0.01
H -3.529543 1.737478 -5.679518 0.00 0.01 0.00
O 1.140924 -4.452750 0.409449 0.01 -0.02 0.05
H 2.557368 -1.303755 3.919575 -0.01 0.00 0.02
H 4.894392 -1.236690 2.009806 0.03 0.03 0.00
H 4.948623 -1.858957 3.668113 0.04 -0.02 0.03
H -5.723404 2.789952 0.311786 0.14 0.09 0.08
H -2.686666 2.261163 -4.224276 -0.04 0.04 0.00
C -1.615284 5.862068 -0.947585 1.86 2.62 7.90
C 2.352911 -1.612622 2.892540 0.06 -0.13 -0.32
C 0.615410 5.952816 3.271206 0.00 0.00 0.02
C 0.237918 -5.167314 -0.405888 -0.29 -0.33 -0.23
C 3.894595 -2.833304 -1.876728 0.45 0.02 -0.25
H -1.938572 6.878135 -2.451411 0.84 5.26 0.39
H 1.131567 -1.923288 -3.285817 0.04 0.02 -0.02
O 2.491581 1.273830 0.221979 0.16 -0.16 0.18
H -0.305572 0.170548 -5.982109 0.06 0.03 -0.01
H 0.357581 -6.508323 -2.120714 -0.02 -0.03 0.00
H 2.403500 -0.753408 2.223779 0.01 0.09 0.06
H -2.074758 -1.594052 -5.624884 0.02 0.00 -0.03
O -3.283733 -1.117485 0.066581 -0.15 -0.41 -0.11
H 1.255564 0.211348 -5.158856 -0.02 0.01 -0.01
H 1.347308 -2.017818 2.823233 -0.10 0.07 0.09
C 0.390387 4.292222 -1.778590 1.98 -0.49 -0.05
H -1.299292 0.623911 5.430738 0.03 0.02 -0.04
C -1.090599 -1.324908 4.566198 -0.01 -0.23 -0.20
C -0.692312 -3.909029 3.735294 -0.03 -0.10 -0.05
C 1.024039 -6.045396 -1.389802 0.05 0.17 0.19
H -0.312742 -4.335481 5.808883 0.01 -0.02 -0.02
H 4.054414 -1.269251 -0.409037 0.10 0.12 0.06
O 2.638346 -3.285163 -1.413419 -0.11 0.04 0.00
H -1.883251 1.459214 3.118098 0.03 0.06 0.01
H -2.067440 4.107216 4.220379 -0.02 0.01 -0.07
H -1.283917 -5.454468 1.111530 -0.05 0.00 0.03
C 0.107307 2.666928 1.884389 0.18 0.09 0.19
H 3.247651 -3.722176 4.361384 -0.01 0.02 0.03
C -0.016894 3.668936 2.590683 0.21 -0.11 0.09
C -2.397995 4.385259 0.632444 -0.29 0.27 0.17
```
Forces are in eV/Å.

Properties
- lowest unoccupied orbital energy (eV) = 3.5226
- net charge = -2

---

(2)
Entry from the Open Molecules 2025 dataset: a structure of composition C42H63ClCsIN8O4SSe in a non-equilibrium geometry (ωB97M-V/def2-TZVPD).

```
122
Properties=species:S:1:pos:R:3:forces:R:3
H 0.485414 6.126905 -2.706398 -0.05 0.03 0.02
H 0.346512 1.803104 -5.504874 0.07 0.00 -0.01
H 0.388661 2.308890 -7.183504 0.00 -0.06 0.03
H -3.681380 -3.878520 -3.120287 0.09 -0.04 0.04
H -1.089433 2.688009 -3.471606 -0.03 -0.01 0.09
H -0.896625 4.123000 -2.488882 0.00 -0.16 -0.18
C -3.537289 -3.022287 -5.073943 -0.13 0.06 -0.14
H 1.783531 7.510361 -0.315852 -0.02 0.05 0.00
C -1.694084 -4.336608 6.815782 0.07 0.02 -0.01
C 0.350377 5.202063 -0.757837 -0.16 0.17 -0.17
N 1.960208 4.164542 2.130132 0.36 0.65 -0.59
H 1.636131 -2.310872 -1.934761 -0.03 0.05 -0.10
H -0.785712 4.367834 -6.729769 -0.04 -0.02 -0.02
H 0.719049 -4.136664 8.178728 -0.01 0.00 0.01
C -0.764191 -1.163629 3.951040 0.03 -0.26 0.09
N 3.699651 -3.052973 0.577191 0.04 0.06 0.07
H -6.963859 -2.716386 -7.206142 -0.02 0.01 -0.01
H 3.586131 -0.552197 -1.133757 -0.03 -0.08 0.00
H -1.451269 5.115655 -4.506762 0.02 0.01 0.02
C -0.583648 4.455689 -4.602365 -0.04 -0.17 -0.06
H -0.411306 7.045208 -1.498037 -0.04 -0.04 -0.04
H -2.470679 4.907431 5.690866 -0.02 0.02 -0.02
C -4.141644 2.001324 6.516947 0.06 0.01 -0.06
H -3.883222 4.669792 6.723933 -0.01 -0.01 0.01
C -3.328989 4.260628 5.876433 0.06 -0.07 -0.04
C -0.724178 3.656599 -5.900468 0.12 0.04 0.07
H 0.426077 5.510819 0.284509 0.03 -0.04 0.06
H 3.263189 -3.955605 0.634847 -0.07 0.02 -0.03
H -0.129117 -3.328387 1.620101 0.00 0.01 0.02
Cs -0.678921 0.319142 0.277556 2.63 -1.46 -0.74
C -4.702503 -3.004812 -5.837350 0.00 -0.02 0.02
H -0.345814 -6.129099 5.299065 0.02 -0.01 -0.02
H 4.699527 -2.990815 0.521074 0.05 0.06 0.04
C 2.912771 -1.993297 0.274470 -0.09 -0.47 -0.19
H -4.750166 1.874022 5.620068 -0.04 -0.01 0.03
C 3.556847 -0.675647 -0.051847 -0.07 0.29 -0.01
H 3.830618 7.452275 -1.852788 0.01 -0.02 -0.01
C -0.359518 -3.300857 4.999261 0.00 -0.06 -0.08
H -5.400882 -3.833192 -5.737991 0.00 0.00 -0.02
C 2.061866 2.882190 1.973395 -0.08 -0.56 0.36
C -2.612016 -1.968185 -5.190228 0.18 0.06 0.06
H -4.740385 2.506516 7.278692 0.01 0.00 0.02
C -2.890192 2.828822 6.191293 -0.02 0.01 0.07
Se -0.977256 -1.983110 -4.219140 0.04 0.11 0.25
C -0.483175 3.588552 -3.337104 -0.08 0.15 -0.03
O 1.698270 -2.118775 0.189465 0.08 0.18 0.06
C -1.091963 0.282902 4.004568 -0.12 0.30 0.14
H 0.305791 5.089267 -4.662198 -0.01 0.04 0.03
H -2.183078 0.204617 5.842998 0.00 0.00 0.01
C -3.520222 0.881618 0.601989 -1.25 0.01 0.02
H 1.389709 3.154252 -5.996745 0.03 -0.01 -0.01
N 2.216257 1.750716 1.741438 -0.04 0.13 -0.06
H -5.973828 -2.272440 -8.601618 -0.09 0.00 -0.02
C 0.306003 -5.552947 5.957443 -0.03 0.07 -0.01
Cl -6.157175 1.233714 0.050216 -0.43 0.19 0.00
H 1.290099 -5.474561 5.491943 0.00 -0.03 0.00
C -6.235324 -1.993294 -7.576049 0.17 0.00 0.04
C -4.103598 -0.911018 -6.781320 0.04 0.00 -0.04
C 0.614184 -3.489924 7.304573 -0.04 0.00 -0.08
H -0.642964 4.766537 -0.881203 0.07 0.03 0.22
N 0.696493 5.531700 3.742807 0.02 -0.04 -0.07
H 1.508179 -2.102541 -3.442115 0.03 -0.01 0.02
C -0.182404 -3.813806 3.719171 -0.01 0.06 0.04
H -2.312140 0.941677 -6.993313 -0.05 0.01 0.05
C -0.291612 -2.960111 2.627890 0.05 -0.09 0.08
C -0.274749 -4.167709 6.251987 -0.02 -0.02 0.09
H 3.358634 5.862598 -1.258164 0.02 -0.05 -0.05
H 0.412511 -6.109323 6.890886 -0.01 -0.01 0.00
H -2.051810 0.883553 -5.230211 0.09 -0.02 0.00
H -1.632987 1.846154 7.674346 0.00 0.00 0.02
H -0.791734 -1.479298 6.065079 0.00 0.00 0.00
H -0.983913 -0.019674 -6.291227 0.00 0.02 0.04
C -3.325988 -4.160797 -4.115684 0.02 0.01 -0.09
S 3.147257 2.545120 -1.935912 0.27 -0.08 0.04
C 1.277356 4.835152 3.009869 -0.22 -0.17 0.30
I 5.546441 -0.369631 0.654776 0.05 -0.01 -0.02
H -2.131890 -3.366083 7.053518 -0.02 -0.01 0.02
H 1.606425 -3.291080 6.896216 0.01 0.01 0.03
N -0.655867 1.006758 2.978589 0.03 0.06 0.58
H -0.599517 2.850447 2.092490 -0.04 0.03 0.00
H 0.043059 -4.857037 3.550968 0.02 0.00 -0.01
H -2.266863 -4.395612 -4.027493 0.00 -0.01 0.03
H -2.338964 -4.827469 6.084809 -0.02 0.00 0.01
H -1.049719 3.433512 7.163672 0.01 0.00 0.03
C -2.133554 2.198576 5.026994 0.04 0.03 -0.04
O -3.483994 0.565553 1.801526 0.22 -0.08 -0.01
C -1.944722 2.856396 7.402582 -0.04 0.01 -0.05
N 0.883015 3.183016 -3.038763 -0.23 0.13 0.04
C -1.680979 2.932950 3.942134 -0.06 -0.01 0.01
H -1.667624 3.103784 -5.879388 0.02 0.06 -0.04
H -1.868957 3.991400 3.842712 0.05 -0.01 0.01
N 1.389200 4.205522 -0.949676 -0.24 -0.01 0.10
C -4.687938 0.270231 -0.224887 0.59 -0.13 0.11
C 1.680698 3.385377 -1.969471 0.14 -0.22 -0.11
C -0.656180 -1.945306 5.098218 -0.03 0.05 -0.04
H 1.567677 8.260803 -1.893695 -0.01 0.02 0.05
H 2.983986 0.141441 0.379570 -0.08 0.02 0.08
C 3.038851 6.699887 -1.874532 -0.07 0.08 0.08
C 0.483349 6.435113 -1.656343 0.13 -0.04 0.11
C -2.925434 -0.888181 -6.044478 -0.17 -0.10 -0.07
H -4.324033 -0.078048 -7.445921 0.01 0.01 0.02
H -6.710122 -1.010468 -7.611464 -0.04 -0.02 -0.02
H -2.436309 3.313516 8.266027 -0.01 -0.01 0.00
H -4.894257 -0.739326 0.121124 -0.05 0.02 -0.01
C 0.420771 2.675882 -6.156776 -0.10 0.10 0.01
C -0.958385 2.288019 2.948948 -0.04 0.14 0.19
H 1.262195 2.466013 -3.634561 0.11 0.01 -0.05
C -1.826740 0.839131 5.042105 0.05 -0.08 -0.06
C -2.016462 0.302287 -6.156249 -0.08 -0.16 -0.08
H -3.876070 -5.048099 -4.440364 -0.05 0.03 0.02
N -0.572360 -1.672906 2.734807 -0.06 0.01 -0.12
H 0.188203 -2.543458 7.636589 0.04 0.01 0.02
O -2.724150 1.611195 -0.030945 -1.53 1.25 -0.36
H 2.945430 6.336455 -2.900628 0.02 -0.02 0.00
O 2.164201 -2.221495 -2.739843 0.01 -0.05 0.05
H -3.977287 4.279971 4.998398 0.00 0.05 0.00
C -5.001505 -1.968515 -6.707691 -0.09 0.02 -0.03
C 1.718094 7.301696 -1.387967 0.04 -0.12 -0.11
H 2.043987 4.125270 -0.186702 0.08 0.04 0.02
H -1.672855 -4.942012 7.725975 -0.01 0.00 0.00
H -4.478061 0.282674 -1.290383 -0.01 0.05 0.00
H -3.884838 1.011111 6.895179 -0.02 -0.01 -0.01
```
Forces are in eV/Å.

Properties
- lowest unoccupied orbital energy (eV) = 3.2480
- net charge = -2